No. 1
Density functional theory data (ωB97M-V/def2-TZVPD) for a 2-piece molecular cluster, C5H8ClFN2OS overall at a distorted geometry.

Each line ends with the Löwdin charge.
Atoms and positions in Å:
H1 -0.41 2.60 0.21  0.05
N1 -1.33 2.23 -0.01  0.15
C1 -1.40 0.99 0.25  -0.48
C2 -0.25 0.12 0.71  -0.22
F1 -0.61 -0.61 1.83  -0.03
N2 -2.63 0.36 0.13  -0.37
S1 -2.85 -1.28 -0.23  0.77
H2 0.60 0.75 0.96  0.11
H3 0.03 -0.58 -0.08  0.05
H4 -3.36 0.99 -0.19  0.09
H5 -3.13 -1.73 1.01  -0.13
C3 1.79 -1.68 -0.83  0.03
C4 2.31 -0.56 -0.35  -0.71
Cl1 3.77 -0.51 0.57  0.72
C5 1.63 0.75 -0.57  -0.38
O1 2.03 1.81 -0.17  0.05
H6 0.87 -1.65 -1.40  0.09
H7 2.26 -2.65 -0.68  0.08
H8 0.70 0.66 -1.17  0.13

For the frontier orbital gap, the calculation gives 9.1 eV. The calculation puts the molar mass at 198.65 g/mol. The HOMO energy comes out at -9.67 eV.



No. 2
Density functional theory data (ωB97M-V/def2-TZVPD) for one molecule with the formula C5H13N at a distorted geometry.

Each line ends with the Löwdin charge.
Atoms and positions in Å:
C1 1.36 -2.33 0.05  -0.10
C2 0.28 -1.41 -0.50  -0.30
N1 0.64 -0.02 -0.32  -0.08
C3 -0.46 0.91 -0.37  -0.45
C4 -1.54 0.64 0.78  -0.06
C5 0.07 2.34 -0.29  -0.08
H1 1.44 -2.23 1.13  0.07
H2 1.13 -3.37 -0.18  0.07
H3 2.32 -2.09 -0.39  0.07
H4 0.12 -1.59 -1.57  0.11
H5 -0.69 -1.60 0.05  0.10
H6 1.13 0.10 0.56  0.11
H7 -0.97 0.76 -1.33  0.13
H8 -2.09 -0.30 0.69  0.05
H9 -2.29 1.42 0.73  0.06
H10 -1.05 0.70 1.75  0.07
H11 0.81 2.50 -1.06  0.07
H12 -0.74 3.05 -0.42  0.07
H13 0.53 2.51 0.69  0.08

For the frontier orbital gap, the calculation gives 9.8 eV. As for the energy above the lowest of the compared OMol25 structures with the same formula, charge and spin: 38.5 kJ/mol. The calculation puts the molar mass at 87.17 g/mol. The HOMO energy comes out at -8.57 eV.



No. 3
Density functional theory data (ωB97M-V/def2-TZVPD) for one molecule with the formula C4H6N2S at a distorted geometry.

Each line ends with the Löwdin charge.
Atoms and positions in Å:
C1 0.83 -0.05 2.01  -0.04
N1 0.10 -0.12 0.75  -0.26
C2 0.75 0.09 -0.33  -0.17
C3 -0.20 0.10 -1.32  -0.56
S1 -0.13 0.92 -3.00  0.66
C4 -1.40 -0.23 -0.62  -0.22
N2 -1.23 -0.38 0.66  0.10
H1 0.58 0.76 2.72  0.07
H2 1.97 0.08 1.77  0.11
H3 0.47 -1.05 2.62  0.13
H4 1.84 -0.05 -0.47  0.15
H5 -1.14 0.17 -3.66  -0.11
H6 -2.45 -0.25 -1.12  0.14

For the frontier orbital gap, the calculation gives 9.2 eV. As for the energy above the lowest of the compared OMol25 structures with the same formula, charge and spin: 237.9 kJ/mol. The calculation puts the molar mass at 114.17 g/mol. The HOMO energy comes out at -8.37 eV.



No. 4
Density functional theory data (ωB97M-V/def2-TZVPD) for an isolated ion of composition C8H12NOS and charge +1 at a distorted geometry.

Each line ends with the Löwdin charge.
Atoms and positions in Å:
C1 2.85 -1.17 -0.11  -0.03
C2 1.50 -0.52 0.08  -0.31
C3 1.44 0.81 0.05  -0.34
C4 2.36 1.92 -0.12  -0.10
S1 -0.44 1.58 0.30  0.90
C5 -2.05 0.64 0.08  -0.48
N1 -3.21 1.47 -0.18  0.20
C6 -2.04 -0.70 0.02  -0.33
O1 -3.25 -1.29 -0.24  0.06
C7 -0.91 -1.57 0.33  -0.01
C8 0.43 -1.49 0.36  -0.02
H1 2.77 -1.96 -0.86  0.10
H2 3.17 -1.63 0.83  0.10
H3 3.60 -0.46 -0.42  0.08
H4 1.82 2.86 -0.19  0.07
H5 2.96 1.79 -1.02  0.10
H6 3.03 1.98 0.74  0.11
H7 -3.20 1.87 -1.13  0.19
H8 -3.25 2.25 0.50  0.17
H9 -4.03 0.85 -0.08  0.18
H10 -3.18 -2.25 -0.23  0.13
H11 -1.28 -2.55 0.61  0.12
H12 0.89 -2.42 0.66  0.12

The total charge is +1. For the frontier orbital gap, the calculation gives 7.7 eV. As for the energy above the lowest of the compared OMol25 structures with the same formula, charge and spin: 121.7 kJ/mol. The calculation puts the molar mass at 170.26 g/mol. The HOMO energy comes out at -11.38 eV.



No. 5
Density functional theory data (ωB97M-V/def2-TZVPD) for a 2-piece molecular cluster, C3H8O3S overall at a distorted geometry.

Each line ends with the Löwdin charge.
Atoms and positions in Å:
O1 -1.75 -0.22 1.15  0.10
C1 -0.97 0.44 0.50  -0.53
O2 0.10 1.08 1.02  0.02
C2 -0.99 0.76 -1.10  -0.14
C3 -0.33 -0.31 -2.09  -0.52
S1 0.62 -1.45 -1.10  0.77
H1 0.95 0.63 1.25  0.09
H2 -2.09 0.78 -1.31  0.11
H3 -0.59 1.80 -1.19  0.11
H4 0.33 0.25 -2.79  0.08
H5 -1.15 -0.94 -2.44  0.06
H6 0.98 -2.28 -1.96  -0.20
O3 1.73 -0.14 2.97  -0.08
H7 0.84 -0.17 3.27  0.02
H8 2.32 -0.22 3.80  0.11

For the frontier orbital gap, the calculation gives 9.8 eV. As for the energy above the lowest of the compared OMol25 structures with the same formula, charge and spin: 142.1 kJ/mol. The calculation puts the molar mass at 124.16 g/mol. The HOMO energy comes out at -9.18 eV.



No. 6
Density functional theory data (ωB97M-V/def2-TZVPD) for one molecule with the formula C16H26O5.

Each line ends with the Löwdin charge.
Atoms and positions in Å:
C1 2.37 -3.53 2.33  -0.06
O1 2.73 -2.43 1.52  -0.16
C2 2.09 -2.40 0.27  -0.41
C3 2.36 -1.03 -0.37  -0.05
C4 1.89 0.16 0.48  -0.36
O2 2.74 0.34 1.60  -0.03
C5 0.42 0.05 0.92  -0.08
C6 -0.05 1.36 1.57  -0.34
O3 0.53 1.55 2.83  -0.01
C7 -1.59 1.39 1.72  -0.35
C8 -2.11 0.23 2.57  -0.02
O4 -2.21 1.33 0.46  -0.11
C9 -2.39 2.58 -0.19  -0.16
C10 -2.66 2.32 -1.65  -0.19
C11 -1.73 1.63 -2.41  -0.03
C12 -1.96 1.38 -3.75  -0.08
C13 -3.12 1.83 -4.35  -0.09
C14 -4.06 2.52 -3.60  -0.09
C15 -3.83 2.76 -2.26  -0.04
O5 2.46 -3.48 -0.54  -0.12
C16 3.83 -3.54 -0.90  -0.08
H1 2.98 -3.46 3.23  0.10
H2 1.31 -3.48 2.59  0.10
H3 2.57 -4.47 1.82  0.09
H4 1.01 -2.55 0.40  0.16
H5 3.43 -0.92 -0.53  0.13
H6 1.86 -1.02 -1.34  0.14
H7 2.02 1.07 -0.12  0.15
H8 2.88 -0.53 2.00  0.09
H9 0.32 -0.75 1.65  0.12
H10 -0.21 -0.17 0.06  0.13
H11 0.24 2.19 0.90  0.15
H12 1.47 1.37 2.73  0.08
H13 -1.84 2.34 2.23  0.15
H14 -2.04 -0.69 2.00  0.08
H15 -3.15 0.40 2.82  0.08
H16 -1.52 0.16 3.48  0.08
H17 -3.22 3.13 0.27  0.13
H18 -1.48 3.19 -0.10  0.13
H19 -0.82 1.29 -1.94  0.11
H20 -1.22 0.84 -4.33  0.10
H21 -3.30 1.63 -5.40  0.10
H22 -4.97 2.86 -4.06  0.10
H23 -4.57 3.30 -1.67  0.11
H24 4.47 -3.29 -0.05  0.10
H25 4.02 -4.57 -1.19  0.09
H26 4.05 -2.88 -1.74  0.09

For the frontier orbital gap, the calculation gives 9.9 eV. As for the energy above the lowest of the compared OMol25 structures with the same formula, charge and spin: 111.2 kJ/mol. The calculation puts the molar mass at 298.38 g/mol. The HOMO energy comes out at -9.15 eV.